Record 1
The following is a quantum chemistry calculation of an isolated ion of composition C6H10N3O and charge +1, from OMol25.

Results
DFT total energy	-473.70536	hartree
spin multiplicity	3
expectation value of S²	2.03
relative energy (zero: lowest compared OMol25 entry of this formula, charge and spin)	0.4	kcal per mole
charge	+1
F_max	0.11969	hartree/bohr

The geometry in XYZ format:
```
20
C6H10N3O, DFT wB97M-V/def2-TZVPD
C -1.031 -0.115 0.546
C -0.482 -2.342 0.800
C 1.183 1.567 -0.861
C 1.367 0.594 0.321
C 0.303 0.496 -1.514
C 0.250 -0.236 -0.171
N -1.401 -1.235 1.106
N 0.422 -1.701 -0.016
N -1.691 1.036 0.701
O -0.497 -3.489 1.070
H 0.549 2.483 -0.710
H 2.136 1.797 -1.350
H 2.225 0.037 0.511
H 1.303 0.985 1.319
H -0.594 0.728 -2.085
H 1.087 -0.006 -2.108
H -2.370 -1.229 1.453
H 1.345 -2.085 -0.127
H -1.450 1.836 0.096
H -2.655 0.879 1.016
```

Record 2
The following is a quantum chemistry calculation of a 9-piece molecular cluster, C20H40ClO20 overall, from OMol25.

Results
DFT total energy	-2750.81005	hartree
relative energy (zero: lowest compared OMol25 entry of this formula, charge and spin)	29.7	kcal per mole
charge	-1
F_max	0.10596	hartree/bohr

The geometry in XYZ format:
```
81
C20H40ClO20, DFT wB97M-V/def2-TZVPD
Cl 0.955 0.600 -1.050
O 1.863 0.807 0.019
O -0.231 -0.151 -0.568
O 0.547 1.868 -1.590
O 1.617 -0.223 -2.017
C -4.214 5.628 -1.749
C -3.964 6.908 -0.958
C -2.793 7.806 -1.446
O -3.348 9.103 -1.355
C -4.705 9.004 -1.261
O -5.431 10.015 -1.196
O -5.054 7.718 -1.160
H -5.134 5.172 -1.385
H -3.479 4.832 -1.632
H -4.209 5.812 -2.823
H -3.703 6.707 0.081
H -2.484 7.519 -2.451
H -1.931 7.785 -0.779
C -6.393 -0.877 -1.454
C -5.693 -2.140 -0.842
C -5.514 -2.364 0.641
O -6.185 -3.565 0.898
C -6.519 -4.176 -0.239
O -6.919 -5.318 -0.311
O -6.375 -3.275 -1.244
H -5.839 0.011 -1.150
H -7.401 -0.838 -1.040
H -6.396 -0.933 -2.543
H -4.740 -2.144 -1.370
H -5.852 -1.481 1.182
H -4.462 -2.575 0.834
C 5.099 -3.978 1.486
C 5.143 -4.263 -0.037
C 6.456 -4.750 -0.593
O 6.004 -5.878 -1.291
C 4.829 -6.271 -0.998
O 4.267 -7.279 -1.321
O 4.303 -5.380 -0.198
H 5.780 -3.143 1.654
H 5.411 -4.790 2.142
H 4.146 -3.553 1.802
H 4.750 -3.434 -0.623
H 7.135 -4.992 0.225
H 6.950 -4.033 -1.248
C 0.801 -4.616 5.741
C 0.482 -3.135 5.738
C -0.421 -2.730 4.596
O -1.434 -2.029 5.251
C -1.230 -2.079 6.576
O -1.980 -1.545 7.390
O -0.249 -2.897 6.891
H 1.279 -4.953 6.661
H 1.555 -4.915 5.012
H -0.068 -5.243 5.545
H 1.381 -2.519 5.739
H -0.933 -3.601 4.186
H 0.129 -2.087 3.909
C -1.479 3.334 2.966
O -0.819 4.375 2.340
H -2.414 3.079 2.468
H -0.892 2.438 3.171
H -1.821 3.643 3.954
H -0.531 4.053 1.483
C -2.495 -1.021 -5.811
O -1.962 0.287 -5.991
H -2.311 -1.451 -4.827
H -3.575 -0.985 -5.951
H -2.142 -1.659 -6.621
H -1.687 0.549 -5.109
C 7.374 1.272 0.344
O 6.618 1.535 1.490
H 8.415 1.042 0.571
H 6.975 0.431 -0.223
H 7.311 2.104 -0.356
H 5.723 1.315 1.221
C 5.505 2.350 -4.751
O 5.851 1.552 -5.772
H 5.387 1.759 -3.843
H 6.263 3.089 -4.491
H 4.565 2.825 -5.034
H 6.540 0.940 -5.501
```

Record 3
The following is a quantum chemistry calculation of a 2-piece molecular cluster, C14H35BNO overall, from OMol25.

Results
DFT total energy	-709.21388	hartree
charge	-1
F_max	0.00668	hartree/bohr

The geometry in XYZ format:
```
52
C14H35BNO, DFT wB97M-V/def2-TZVPD
B 2.768 -3.674 2.311
C 3.434 -2.164 2.327
C 2.755 -1.086 1.481
C 1.427 -0.462 1.974
C 0.969 -0.744 3.410
C -0.035 -1.887 3.514
C -1.452 -1.488 3.081
C -2.183 -2.524 2.225
O -2.778 -1.967 1.059
C -1.855 -1.690 0.036
H 1.771 -3.775 3.028
H 2.504 -3.992 1.140
H 3.610 -4.481 2.745
H 4.442 -2.266 1.906
H 3.596 -1.798 3.349
H 3.445 -0.256 1.293
H 2.569 -1.541 0.504
H 1.511 0.622 1.858
H 0.608 -0.755 1.308
H 0.470 0.156 3.788
H 1.820 -0.926 4.064
H -0.051 -2.242 4.544
H 0.316 -2.707 2.889
H -2.065 -1.284 3.961
H -1.419 -0.556 2.512
H -3.003 -2.984 2.775
H -1.495 -3.322 1.931
H -0.905 -2.211 0.179
H -1.638 -0.620 -0.033
H -2.264 -2.008 -0.925
C 1.383 1.409 -3.562
C 0.012 1.356 -2.906
N -0.357 2.603 -2.260
C -1.491 2.479 -1.365
C -2.860 2.140 -1.968
C -0.325 3.784 -3.101
C -1.186 3.784 -4.373
H 2.136 1.741 -2.847
H 1.660 0.415 -3.913
H 1.403 2.079 -4.423
H 0.029 0.590 -2.126
H -0.729 1.021 -3.651
H -1.573 3.408 -0.793
H -1.236 1.705 -0.635
H -3.300 2.988 -2.494
H -3.548 1.856 -1.169
H -2.803 1.300 -2.661
H 0.713 3.962 -3.392
H -0.603 4.635 -2.475
H -1.071 2.856 -4.936
H -0.877 4.603 -5.027
H -2.246 3.918 -4.158
```

Record 4
The following is a quantum chemistry calculation of a 5-piece molecular cluster, C2H15NO4 overall, from OMol25.

Results
DFT total energy	-440.89375	hartree
SMILES	CCN.O.O.O.O
relative energy (zero: lowest compared OMol25 entry of this formula, charge and spin)	19.0	kcal per mole
F_max	0.03350	hartree/bohr

The geometry in XYZ format:
```
22
C2H15NO4, DFT wB97M-V/def2-TZVPD
C 3.075 -1.744 0.745
C 1.565 -2.040 0.909
N 0.786 -1.188 -0.022
H 3.376 -2.392 -0.084
H 3.591 -2.127 1.618
H 3.394 -0.722 0.565
H 1.270 -1.794 1.926
H 1.431 -3.081 0.637
H -0.090 -1.592 -0.343
H 1.279 -1.274 -0.918
H -1.806 2.600 1.248
H -3.294 2.100 1.668
O -2.736 2.833 1.392
H -1.005 2.227 -1.099
H -2.438 2.721 -1.067
O -1.748 2.500 -1.674
H -2.066 -0.845 -2.381
H -2.970 0.384 -1.826
O -2.433 -0.375 -1.618
H 0.884 1.644 -0.173
H -0.088 0.606 0.279
O 0.022 1.558 0.216
```

Record 5
The following is a quantum chemistry calculation of a 2-piece molecular cluster, C4H11N3O2 overall, from OMol25.

Results
DFT total energy	-473.71530	hartree
SMILES	[H]/N=C(\N)NC.CC(=O)O
relative energy (zero: lowest compared OMol25 entry of this formula, charge and spin)	54.9	kcal per mole
F_max	0.09086	hartree/bohr

The geometry in XYZ format:
```
20
C4H11N3O2, DFT wB97M-V/def2-TZVPD
C -4.238 0.567 0.761
C -2.058 -0.181 -0.013
N -1.853 0.754 -0.830
N -2.994 -0.146 0.977
N -1.202 -1.265 0.163
H 4.340 1.574 -0.781
H -1.101 0.826 -1.463
H -2.905 -0.603 1.954
H -1.449 -2.153 0.468
H -0.429 -1.193 -0.472
H -4.942 0.168 1.442
H -4.699 0.323 -0.216
H -3.985 1.594 0.792
C 3.282 -1.201 0.073
C 2.886 0.208 -0.280
O 4.010 0.643 -0.946
O 1.991 0.900 -0.049
H 3.759 -1.118 1.246
H 4.109 -1.583 -0.533
H 2.399 -1.940 0.110
```

Record 6
The following is a quantum chemistry calculation of a 11-piece molecular cluster, C11H42NO11 overall, from OMol25.

Results
DFT total energy	-1326.38518	hartree
relative energy (zero: lowest compared OMol25 entry of this formula, charge and spin)	50.1	kcal per mole
charge	+1
F_max	0.06868	hartree/bohr

The geometry in XYZ format:
```
65
C11H42NO11, DFT wB97M-V/def2-TZVPD
C -0.816 -2.996 1.568
C -0.085 -1.653 1.172
C 0.821 -1.879 -0.102
C 2.182 -2.501 0.440
N 3.310 -1.579 0.124
C 2.975 -0.449 -0.415
C 1.408 -0.456 -0.496
C 0.713 0.390 -1.619
C 1.204 1.895 -1.609
C 0.495 2.789 -0.538
C 1.432 3.921 0.063
O 2.774 3.484 0.240
C 3.594 4.510 0.803
H -1.733 -3.091 0.941
H -0.163 -3.876 1.325
H -1.090 -2.959 2.646
H 0.566 -1.378 2.044
H -0.788 -0.792 1.029
H 0.345 -2.490 -0.897
H 2.192 -2.947 1.464
H 2.377 -3.344 -0.287
H 4.240 -1.928 0.367
H 3.660 0.371 -0.709
H 1.162 0.150 0.431
H 0.845 -0.037 -2.647
H -0.381 0.422 -1.372
H 0.939 2.315 -2.624
H 2.319 1.878 -1.547
H 0.011 2.222 0.298
H -0.343 3.337 -1.044
H 0.994 4.198 1.065
H 1.352 4.864 -0.556
H 4.600 4.046 0.963
H 3.246 4.871 1.802
H 3.748 5.324 0.056
O -0.753 -0.278 3.853
H -1.235 0.532 3.652
H 0.166 0.004 3.901
O -2.431 -5.407 0.293
H -2.669 -6.246 0.707
H -1.786 -5.653 -0.379
O -5.346 -6.316 -0.393
H -5.817 -5.501 -0.596
H -4.424 -6.043 -0.351
O 2.995 4.313 -3.404
H 3.933 4.154 -3.548
H 2.898 4.288 -2.444
O -5.452 -3.498 0.896
H -4.513 -3.665 0.759
H -5.555 -3.520 1.856
O -4.051 -4.541 -2.835
H -4.267 -3.933 -2.121
H -4.739 -5.215 -2.785
O -0.424 3.565 -3.881
H -0.896 4.378 -4.090
H 0.504 3.837 -3.843
O -5.893 -4.768 3.855
H -6.106 -4.159 4.570
H -6.581 -5.439 3.906
O 6.264 5.431 -0.269
H 6.371 6.213 0.284
H 6.587 4.711 0.282
O -1.563 5.264 0.289
H -2.378 5.187 -0.219
H -0.944 5.671 -0.326
```

Record 7
The following is a quantum chemistry calculation of C5H12Si as an isolated structure, from OMol25.

Results
DFT total energy	-487.09124	hartree
relative energy (zero: lowest compared OMol25 entry of this formula, charge and spin)	53.1	kcal per mole
F_max	0.08350	hartree/bohr

The geometry in XYZ format:
```
18
C5H12Si, DFT wB97M-V/def2-TZVPD
C -2.595 1.626 0.162
C -2.086 0.463 -0.240
C 2.468 0.942 -0.139
C -0.423 -2.361 0.396
C 1.237 0.291 -0.824
Si -0.011 -0.473 0.358
H -3.586 1.938 -0.195
H -1.927 2.023 0.879
H -2.735 -0.166 -0.757
H 2.041 1.863 0.262
H 3.004 0.273 0.574
H 3.259 1.326 -0.722
H 0.337 -2.965 -0.057
H -0.328 -2.562 1.445
H -1.467 -2.455 0.011
H 1.607 -0.647 -1.283
H 1.040 0.975 -1.702
H 0.165 -0.093 1.832
```

Record 8
The following is a quantum chemistry calculation of C5H8O2 as an isolated structure, from OMol25.

Results
DFT total energy	-345.70570	hartree
relative energy (zero: lowest compared OMol25 entry of this formula, charge and spin)	62.3	kcal per mole
F_max	0.03250	hartree/bohr

The geometry in XYZ format:
```
15
C5H8O2, DFT wB97M-V/def2-TZVPD
O -1.691 1.183 0.240
C -1.656 -0.153 -0.216
C -0.222 -0.586 -0.221
C 0.565 -0.285 1.021
C 1.580 0.169 0.283
O 2.876 0.171 0.653
C 0.843 0.268 -1.012
H -2.601 1.491 0.191
H -2.206 -0.824 0.465
H -2.078 -0.259 -1.224
H -0.137 -1.640 -0.524
H 0.325 -0.218 2.074
H 2.685 -0.467 1.370
H 0.426 1.269 -1.168
H 1.291 -0.119 -1.932
```

Record 9
The following is a quantum chemistry calculation of C6H15NO2 as an isolated structure, from OMol25.

Results
DFT total energy	-442.80913	hartree
relative energy (zero: lowest compared OMol25 entry of this formula, charge and spin)	45.2	kcal per mole
F_max	0.13460	hartree/bohr

The geometry in XYZ format:
```
24
C6H15NO2, DFT wB97M-V/def2-TZVPD
O -0.115 -0.342 1.908
C -0.478 -0.745 0.767
N 0.235 -0.474 -0.332
C -1.652 -1.659 0.777
C -1.435 0.555 -1.787
C 1.770 1.604 -0.458
C -0.380 -0.568 -1.661
C 1.646 0.072 -0.210
H -1.590 -2.496 0.061
H -2.550 -1.062 0.544
H -1.759 -2.073 1.793
H -1.710 0.656 -2.851
H -1.053 1.526 -1.429
H -2.342 0.300 -1.213
H 1.259 1.818 -1.412
H 2.839 1.853 -0.567
H 1.337 2.249 0.325
H -0.838 -1.558 -1.852
H 0.395 -0.401 -2.433
H 2.045 -0.193 0.788
H 2.300 -0.397 -0.970
O 0.818 0.289 3.751
H 0.888 1.223 3.450
H 0.368 -0.177 3.011
```

Record 10
The following is a quantum chemistry calculation of C3H3N3O4 in the gas phase, from OMol25.

Results
DFT total energy	-581.06236	hartree
SMILES	CO/[N+]([O-])=C(/C#N)[N+](=O)[O-]
relative energy (zero: lowest compared OMol25 entry of this formula, charge and spin)	141.2	kcal per mole
F_max	0.06151	hartree/bohr

The geometry in XYZ format:
```
13
C3H3N3O4, DFT wB97M-V/def2-TZVPD
C 1.698 -1.810 -0.802
C -1.998 1.333 -0.030
C 1.016 -0.791 -0.044
N 2.312 -2.596 -1.376
N 1.572 -0.321 1.157
N -0.177 -0.253 -0.560
O 2.660 -0.752 1.453
O -0.570 -0.357 -1.677
O 0.967 0.459 1.853
O -0.865 0.554 0.352
H -2.768 0.688 -0.358
H -1.800 1.997 -0.909
H -2.047 1.849 0.941
```

Record 11
The following is a quantum chemistry calculation of C3H9N as an isolated structure, from OMol25.

Results
DFT total energy	-173.81626	hartree
relative energy (zero: lowest compared OMol25 entry of this formula, charge and spin)	399.6	kcal per mole
F_max	0.07179	hartree/bohr

The geometry in XYZ format:
```
13
C3H9N, DFT wB97M-V/def2-TZVPD
C -0.156 -0.259 1.194
C 0.767 -1.135 0.365
N 0.413 1.650 -1.164
C -0.686 1.193 -0.864
H 1.466 -1.259 -0.456
H -0.619 0.661 1.612
H 0.013 -0.579 2.253
H 0.897 -1.959 1.059
H -0.704 -3.596 0.272
H 0.986 -0.081 0.863
H -1.121 0.149 -1.156
H -1.329 1.602 -0.031
H -2.400 -5.628 -0.304
```

Record 12
The following is a quantum chemistry calculation of C2H4INO2 in the gas phase, from OMol25.

Results
DFT total energy	-581.48360	hartree
SMILES	COC(=O)NI
relative energy (zero: lowest compared OMol25 entry of this formula, charge and spin)	30.3	kcal per mole
F_max	0.10925	hartree/bohr

The geometry in XYZ format:
```
10
C2H4INO2, DFT wB97M-V/def2-TZVPD
C 0.567 0.117 -0.150
C -1.758 0.353 -0.167
N 1.718 -0.819 0.507
O 0.889 1.263 -0.293
O -0.573 -0.530 -0.034
I 3.484 0.040 0.140
H -2.440 -0.406 -0.251
H -1.768 1.059 -0.966
H -1.794 0.746 0.832
H 1.677 -1.825 0.381
```